# 1
The following is a quantum chemistry calculation of C34H61FI2N2O5P2 as an isolated structure at a distorted geometry, from OMol25.

Atoms and positions in Å:
C: -0.866 0.683 3.237
C: -1.594 -0.430 2.476
F: -0.804 -1.534 2.254
C: -2.206 0.087 1.175
C: -3.624 0.053 1.038
N: -4.299 0.462 -0.008
C: -3.464 0.976 -0.959
C: -4.048 1.504 -2.149
C: -5.565 1.438 -2.319
C: -5.999 -0.044 -2.563
C: -4.957 -0.891 -3.281
O: -4.406 -0.586 -4.308
O: -4.672 -2.135 -2.714
C: -3.296 2.047 -3.132
C: -1.868 2.125 -3.033
C: -1.053 2.781 -4.154
I: 0.099 4.481 -3.388
C: -1.964 3.345 -5.298
C: -1.099 3.825 -6.509
I: -3.108 5.113 -4.689
C: -1.281 1.592 -1.913
P: 0.563 1.587 -1.740
P: 1.099 -0.541 -1.696
O: 1.005 -1.149 -0.362
O: 2.604 -0.712 -2.287
O: 0.155 -1.320 -2.775
C: -2.069 1.022 -0.854
N: -1.415 0.553 0.242
H: 0.130 0.819 2.789
H: -1.414 1.629 3.144
H: -0.738 0.432 4.296
H: -2.446 -0.731 3.112
H: -4.201 -0.362 1.871
H: -5.839 2.000 -3.221
H: -6.075 1.844 -1.441
H: -6.930 -0.089 -3.146
H: -6.206 -0.513 -1.593
H: -3.944 -2.053 -2.084
H: -3.838 2.414 -3.998
H: -0.349 2.078 -4.616
H: -2.704 2.614 -5.633
H: -0.857 4.876 -6.311
H: -1.756 3.844 -7.389
H: -0.203 3.212 -6.650
H: 0.910 2.104 -0.470
H: 2.655 -1.612 -2.644
H: -0.306 -1.998 -2.256
C: 3.531 1.309 8.440
C: 2.160 1.773 7.959
C: 1.834 1.326 6.535
C: 2.765 1.867 5.449
C: 2.859 3.390 5.373
C: 1.532 4.063 5.038
H: 4.336 1.737 7.840
H: 3.694 1.616 9.475
H: 3.612 0.221 8.396
H: 2.090 2.862 8.043
H: 1.400 1.365 8.631
H: 0.803 1.613 6.305
H: 1.857 0.232 6.494
H: 2.426 1.485 4.481
H: 3.770 1.460 5.594
H: 3.588 3.652 4.601
H: 3.250 3.796 6.311
H: 1.141 3.698 4.084
H: 1.664 5.143 4.954
H: 0.781 3.881 5.809
C: -0.015 -3.444 5.914
C: 0.016 -4.430 4.751
C: -1.373 -4.877 4.299
C: -2.192 -5.631 5.348
C: -1.533 -6.891 5.905
C: -1.282 -7.962 4.848
H: -0.450 -3.889 6.811
H: 0.998 -3.123 6.166
H: -0.594 -2.554 5.655
H: 0.629 -5.295 5.019
H: 0.516 -3.951 3.905
H: -1.268 -5.498 3.405
H: -1.943 -3.996 3.985
H: -3.156 -5.902 4.905
H: -2.425 -4.960 6.180
H: -2.186 -7.310 6.676
H: -0.593 -6.641 6.404
H: -2.215 -8.254 4.361
H: -0.850 -8.853 5.306
H: -0.587 -7.617 4.080
C: 4.602 1.447 -9.607
C: 3.808 2.126 -8.496
C: 4.388 1.886 -7.102
C: 4.410 0.426 -6.650
C: 3.052 -0.272 -6.643
C: 2.053 0.361 -5.681
H: 4.594 0.360 -9.504
H: 4.173 1.687 -10.582
H: 5.641 1.784 -9.606
H: 2.765 1.799 -8.538
H: 3.799 3.203 -8.685
H: 3.823 2.483 -6.380
H: 5.411 2.273 -7.073
H: 4.835 0.383 -5.641
H: 5.095 -0.144 -7.286
H: 3.201 -1.317 -6.353
H: 2.628 -0.294 -7.651
H: 2.440 0.360 -4.660
H: 1.115 -0.201 -5.685
H: 1.822 1.392 -5.961

Forces on atoms 1 to 6 (eV/Å):
C 0.591 -0.259 -0.382
C -1.025 0.862 0.488
F 0.058 0.144 0.046
C 0.447 -0.327 0.214
C -0.573 -0.434 0.585
N 1.471 0.111 0.379

## Properties
* gap between HOMO and LUMO: 7.21 eV
* calculated total energy: -3195.8772 a.u.
* total charge: 0
* molar mass: 912.6 g/mol
* HOMO energy: -8.212 eV

# 2
The following is a quantum chemistry calculation of a 3-piece molecular cluster, C34H61IN4O6 overall at a distorted geometry, from OMol25.

Atoms and positions in Å:
C: 6.251 -3.678 1.564
C: 5.444 -2.502 1.570
C: 4.448 -1.222 1.978
C: 4.003 -0.471 0.553
C: 2.840 -1.392 -0.149
C: 1.397 -0.573 -0.374
C: 1.082 -0.172 1.178
N: 1.488 0.846 -0.980
C: 0.838 0.967 -2.367
O: 0.429 2.033 -3.052
C: 0.769 -0.660 -2.753
N: 2.145 -0.865 -3.263
I: -0.340 -1.206 -4.616
C: 0.244 -1.342 -1.315
C: 0.448 -2.925 -1.620
C: -0.877 -3.778 -2.073
O: -0.439 -4.852 -3.000
C: 0.072 -6.023 -2.272
C: 1.697 -6.060 -2.061
C: -1.169 -0.639 -1.003
C: -2.388 -1.416 -0.292
C: -3.924 -0.893 -0.725
C: -5.317 -1.488 -0.110
C: -5.314 -2.688 1.010
C: -3.803 -3.234 1.466
C: -2.395 -2.598 0.822
C: -1.014 -3.192 1.398
H: 7.120 -4.489 1.456
H: 3.495 -1.660 2.545
H: 4.962 -0.482 2.726
H: 3.708 0.653 0.718
H: 4.940 -0.506 -0.185
H: 2.583 -2.251 0.639
H: 3.206 -1.946 -1.111
H: 1.628 0.872 1.371
H: 1.524 -0.905 1.986
H: -0.039 0.000 1.450
H: 2.475 1.139 -1.163
H: 2.921 -0.431 -2.749
H: 2.353 -1.777 -3.701
H: 0.883 -3.497 -0.665
H: 1.256 -3.180 -2.462
H: -1.702 -3.114 -2.624
H: -1.430 -4.289 -1.176
H: -0.422 -6.220 -1.230
H: -0.196 -6.974 -2.943
H: 2.271 -5.108 -2.427
H: 1.909 -6.193 -0.899
H: 2.232 -6.984 -2.594
H: -1.612 -0.280 -2.057
H: -1.073 0.406 -0.424
H: -4.031 -0.006 -1.518
H: -6.366 -1.031 -0.451
H: -6.299 -3.111 1.490
H: -3.759 -4.082 2.295
H: -0.925 -4.326 1.036
H: -1.059 -3.261 2.586
H: -0.020 -2.675 1.118
C: -4.820 0.212 5.571
O: -3.927 0.375 6.664
C: -4.037 -0.673 7.635
C: -2.751 -1.516 7.656
N: -2.622 -2.315 6.434
C: -1.312 -2.956 6.287
C: -0.095 -2.031 6.100
O: -0.105 -1.312 4.865
C: -0.807 -0.078 4.909
H: -4.758 1.105 4.944
H: -4.538 -0.653 4.967
H: -5.852 0.106 5.922
H: -4.924 -1.298 7.474
H: -4.150 -0.187 8.610
H: -2.774 -2.184 8.524
H: -1.905 -0.831 7.767
H: -2.775 -1.714 5.627
H: -1.380 -3.609 5.410
H: -1.138 -3.612 7.151
H: 0.794 -2.672 6.062
H: 0.060 -1.357 6.949
H: -0.758 0.398 5.892
H: -1.845 -0.227 4.608
H: -0.353 0.597 4.177
C: 2.292 8.385 -6.741
O: 2.166 6.979 -6.904
C: 3.135 6.241 -6.149
C: 2.443 5.438 -5.035
N: 1.927 6.324 -3.988
C: 1.057 5.646 -3.022
C: -0.281 5.093 -3.550
O: -1.197 6.107 -3.967
C: -1.042 6.519 -5.318
H: 1.602 8.872 -7.435
H: 2.025 8.682 -5.724
H: 3.310 8.716 -6.975
H: 3.928 6.885 -5.748
H: 3.604 5.537 -6.846
H: 3.163 4.739 -4.596
H: 1.634 4.861 -5.493
H: 1.397 7.077 -4.421
H: 0.835 6.376 -2.236
H: 1.621 4.834 -2.544
H: -0.769 4.579 -2.714
H: -0.148 4.334 -4.329
H: -0.689 5.711 -5.966
H: -0.369 7.375 -5.374
H: -2.018 6.851 -5.685

Forces on atoms 1 to 6 (eV/Å):
C -4.873 8.304 -0.027
C 5.162 -7.475 1.184
C 0.186 -0.828 -0.688
C 0.766 -0.944 -0.377
C -0.739 -0.532 0.072
C 0.706 -0.195 1.619

## Properties
* gap between HOMO and LUMO: 8.36 eV
* calculated total energy: -2299.4274 a.u.
* total charge: 0
* SMILES: C#CCCC[C@@]1(C)NC(=O)[C@](N)(I)[C@]1(CCOCC)Cc1ccccc1C.COCCNCCOC.COCCNCCOC
* molar mass: 748.8 g/mol
* HOMO energy: -8.288 eV

Number 1 is which compound? C34H61FI2N2O5P2